1.
Molecular formula: C15H19NOS
Method: DFT, ωB97M-V with the def2-TZVPD basis set

Results
Frontier orbital gap = 7.80 eV
HOMO energy = -7.833 eV
LUMO = -0.03 eV

```
! wB97M-V def2-TZVPD RIJCOSX def2/J DEFGRID3
* xyz 0 1
C -1.563 -5.124 1.546
C -0.745 -3.937 2.163
C -1.383 -2.512 1.977
C -1.126 -1.750 0.636
S -1.934 0.044 0.754
C -2.086 0.665 -0.995
C -2.216 2.233 -0.954
O -1.269 2.913 -0.024
C 0.078 2.535 0.002
C 0.667 2.552 1.310
C 1.939 2.200 1.579
C 2.776 2.038 0.446
C 2.359 2.136 -0.839
C 3.270 1.940 -1.784
C 2.794 1.928 -3.109
C 1.474 2.180 -3.426
N 0.574 2.351 -2.452
C 0.950 2.404 -1.115
H -2.548 -5.064 1.931
H -1.316 -5.014 0.458
H -1.012 -6.010 1.764
H -0.903 -4.080 3.226
H 0.306 -4.095 1.783
H -2.340 -2.745 2.312
H -1.027 -1.880 2.835
H -0.046 -1.601 0.581
H -1.499 -2.381 -0.138
H -1.126 0.359 -1.507
H -2.887 0.127 -1.524
H -3.271 2.609 -0.726
H -2.036 2.626 -1.950
H -0.010 2.765 2.109
H 2.334 2.050 2.581
H 3.740 1.622 0.567
H 4.306 1.752 -1.555
H 3.493 1.841 -3.954
H 1.280 2.321 -4.507
*
```

***

2.
Molecular formula: C15H20AsLiNO
Method: DFT, ωB97M-V with the def2-TZVPD basis set

Results
Frontier orbital gap = 8.61 eV
HOMO energy = -11.276 eV
LUMO = -2.67 eV

```
! wB97M-V def2-TZVPD RIJCOSX def2/J DEFGRID3
* xyz 1 1
Li -0.846 -2.256 0.501
O -1.129 -3.951 -0.323
C 0.007 -4.813 -0.411
C 1.217 -4.095 0.132
C 2.462 -4.706 0.086
C 3.553 -4.031 0.596
C 3.372 -2.764 1.134
C 2.101 -2.230 1.138
N 1.034 -2.879 0.648
H -1.906 -4.397 -0.671
H 0.190 -5.092 -1.451
H -0.165 -5.724 0.166
H 2.565 -5.694 -0.345
H 4.536 -4.482 0.573
H 4.197 -2.200 1.543
H 1.914 -1.245 1.546
C -2.746 1.128 1.062
As -1.369 0.222 0.031
C -1.909 0.748 -1.760
C 0.193 1.387 0.342
C -0.047 2.837 0.046
C -0.535 3.692 1.031
C -0.786 5.027 0.748
C -0.550 5.526 -0.524
C -0.055 4.684 -1.511
C 0.194 3.350 -1.227
H -2.804 2.177 0.776
H -2.531 1.055 2.127
H -3.702 0.646 0.863
H -2.019 1.830 -1.812
H -2.862 0.276 -1.991
H -1.169 0.421 -2.488
H 0.995 0.983 -0.278
H 0.473 1.241 1.387
H -0.708 3.313 2.032
H -1.159 5.679 1.527
H -0.742 6.567 -0.744
H 0.144 5.069 -2.503
H 0.592 2.701 -1.999
*
```

***

3.
Molecular formula: C15H20BF16NO3Si
Method: DFT, ωB97M-V with the def2-TZVPD basis set

Results
Frontier orbital gap = 9.64 eV
HOMO energy = -9.255 eV
LUMO = 0.39 eV

```
! wB97M-V def2-TZVPD RIJCOSX def2/J DEFGRID3
* xyz 0 1
F -3.565 0.441 -1.103
C -4.103 1.374 -1.917
F -5.444 1.203 -1.918
C -3.587 1.207 -3.352
F -3.978 0.015 -3.846
F -4.219 2.184 -4.067
C -2.085 1.419 -3.598
O -1.283 0.252 -3.701
C -0.676 -0.294 -2.609
F -0.889 0.411 -1.484
F 0.662 -0.285 -2.828
C -1.074 -1.759 -2.383
F -2.403 -1.862 -2.214
F -0.480 -2.152 -1.226
H -3.871 2.370 -1.534
H -2.029 1.870 -4.587
H -1.668 2.138 -2.892
H -0.759 -2.394 -3.212
F 0.105 4.351 2.395
C -0.144 3.822 1.184
F -0.329 4.840 0.307
C -1.412 2.964 1.210
F -2.484 3.731 1.496
F -1.558 2.520 -0.079
C -1.400 1.700 2.084
O -2.037 1.807 3.342
C -1.354 2.170 4.471
F -0.041 2.342 4.245
F -1.482 1.167 5.371
C -1.976 3.415 5.116
F -1.913 4.461 4.268
F -1.278 3.728 6.231
H 0.715 3.230 0.858
H -2.003 0.978 1.534
H -0.398 1.276 2.166
H -3.018 3.222 5.379
C 1.337 -5.485 -1.088
C 2.350 -4.982 -1.489
C 3.586 -4.368 -1.979
C 4.547 -3.939 -0.861
C 3.883 -3.217 0.332
Si 3.087 -1.587 -0.189
B 2.014 -0.647 1.259
N 2.660 0.216 2.276
O 0.659 -0.765 1.318
H 0.519 -6.077 -0.754
H 4.076 -5.111 -2.615
H 3.336 -3.531 -2.633
H 5.102 -4.808 -0.503
H 5.279 -3.261 -1.309
H 3.143 -3.879 0.784
H 4.676 -3.037 1.063
H 4.157 -0.668 -0.663
H 2.159 -1.880 -1.305
H 3.213 -0.365 2.906
H 3.361 0.776 1.793
H 0.320 -1.247 0.551
*
```

***

4.
Molecular formula: C15H20Cl2N3OSn
Method: DFT, ωB97M-V with the def2-TZVPD basis set

Results
Frontier orbital gap = 5.91 eV
HOMO energy = -18.643 eV
LUMO = -12.74 eV

```
! wB97M-V def2-TZVPD RIJCOSX def2/J DEFGRID3
* xyz 3 1
Sn 0.041 0.061 -0.749
C -1.736 -2.040 -2.095
N -0.364 -2.140 -1.551
C -0.331 -3.063 -0.400
C 0.616 -2.518 -2.621
C 2.044 -2.168 -2.218
N 2.092 -0.736 -1.952
C 2.155 0.082 -3.182
C 3.234 -0.372 -1.083
H -2.079 -2.993 -2.506
H -1.777 -1.296 -2.895
H -2.433 -1.756 -1.304
H -0.632 -4.073 -0.692
H -1.025 -2.719 0.370
H 0.670 -3.120 0.027
H 0.338 -1.985 -3.528
H 0.554 -3.587 -2.846
H 2.753 -2.470 -2.995
H 2.327 -2.704 -1.313
H 3.061 -0.133 -3.756
H 2.170 1.140 -2.921
H 1.293 -0.109 -3.821
H 4.193 -0.587 -1.562
H 3.190 -0.928 -0.145
H 3.207 0.697 -0.864
Cl -2.867 4.775 -0.271
C -2.360 3.936 1.067
C -2.688 4.320 2.331
C -2.240 3.609 3.464
Cl -2.656 4.166 4.962
C -1.431 2.395 3.343
C -1.004 1.634 4.436
C -0.270 0.485 4.208
C 0.026 0.129 2.900
N -0.381 0.847 1.844
C -1.090 1.953 2.067
C -1.516 2.710 0.850
O -1.195 2.329 -0.248
H -3.309 5.195 2.482
H -1.245 1.930 5.449
H 0.065 -0.129 5.033
H 0.600 -0.764 2.684
*
```

***

5.
Molecular formula: C15H20Cl2N4O3OsS
Method: DFT, ωB97M-V with the def2-TZVPD basis set

Results
Frontier orbital gap (spin up / spin down) = 8.84 / 4.83 eV
HOMO energy (spin up / spin down) = -14.998 / -15.161 eV
Expectation value of S² = 6.046
LUMO (spin up / spin down) = -6.16 / -10.33 eV

```
! wB97M-V def2-TZVPD RIJCOSX def2/J DEFGRID3
* xyz 2 5
Os 0.072 0.151 -0.902
O -1.364 0.585 -2.325
C -1.919 -0.401 -3.266
C -0.913 -0.783 -4.326
C 0.445 -1.233 -3.762
C 0.321 -2.302 -2.711
C 0.441 -3.645 -3.022
C 0.294 -4.601 -2.033
C 0.025 -4.194 -0.734
C -0.078 -2.848 -0.476
N 0.056 -1.916 -1.441
H -1.282 1.462 -2.736
H -2.824 0.037 -3.684
H -2.204 -1.242 -2.636
H -0.750 0.047 -5.017
H -1.365 -1.589 -4.909
H 0.986 -0.369 -3.353
H 1.072 -1.596 -4.574
H 0.662 -3.931 -4.041
H 0.393 -5.652 -2.270
H -0.095 -4.905 0.069
H -0.278 -2.481 0.522
Cl 4.337 -0.092 2.047
C 2.657 -0.460 2.409
Cl 2.228 -0.075 4.087
C 1.791 0.347 1.451
O 1.489 1.494 1.633
O 1.399 -0.391 0.420
H 2.505 -1.527 2.275
N 0.815 3.203 -1.317
C 0.645 2.068 -1.176
C -1.285 0.857 4.108
N -0.849 1.959 3.279
C -0.175 3.114 3.830
C 0.071 3.993 2.613
N -0.608 3.267 1.569
C -1.044 2.060 1.924
S -1.707 0.840 0.967
H -0.429 0.489 4.675
H -1.699 0.072 3.484
H -2.038 1.230 4.807
H 0.747 2.782 4.317
H -0.814 3.572 4.592
H 1.129 4.070 2.345
H -0.334 5.002 2.705
H -0.523 3.531 0.585
*
```

***

6.
Molecular formula: C15H20ClN3O3
Method: DFT, ωB97M-V with the def2-TZVPD basis set

Results
Frontier orbital gap = 9.04 eV
HOMO energy = -8.392 eV
LUMO = 0.65 eV

```
! wB97M-V def2-TZVPD RIJCOSX def2/J DEFGRID3
* xyz 0 1
C 7.651 -1.715 0.065
C 6.769 -0.647 0.694
O 5.718 -0.251 -0.191
C 4.623 -1.017 -0.223
O 4.465 -1.999 0.447
C 3.599 -0.451 -1.192
C 2.650 0.437 -0.431
C 3.201 1.715 0.110
N 1.474 -0.022 -0.298
N 0.477 0.661 0.349
C 0.079 1.941 0.174
O 0.633 2.766 -0.523
C -1.181 2.280 0.984
N -2.013 1.131 1.259
C -2.857 0.617 0.282
C -2.640 0.886 -1.068
C -3.455 0.326 -2.032
C -4.495 -0.508 -1.671
C -4.701 -0.780 -0.328
Cl -6.019 -1.836 0.075
C -3.903 -0.241 0.671
C -4.125 -0.549 2.123
H 7.071 -2.618 -0.111
H 8.473 -1.950 0.735
H 8.054 -1.362 -0.882
H 7.334 0.266 0.890
H 6.326 -1.021 1.623
H 4.115 0.131 -1.956
H 3.041 -1.275 -1.632
H 2.773 2.561 -0.429
H 4.283 1.738 0.026
H 2.910 1.827 1.155
H -0.216 0.031 0.741
H -0.836 2.696 1.935
H -1.713 3.075 0.444
H -2.416 1.125 2.183
H -1.830 1.529 -1.370
H -3.278 0.544 -3.074
H -5.140 -0.947 -2.415
H -4.386 0.354 2.678
H -3.228 -0.983 2.566
H -4.939 -1.258 2.239
*
```

***

The records above yield energy relative to the best compared isomer or geometry (same formula, charge and spin) values of 2.4657; 0.0000; 0.0000; 0.3125; 0.1367; 1.2023 eV, respectively.